1.
Here is an isolated molecule of C10H17NO2S at a distorted geometry from the OMol25 dataset. Energies are from wB97M-V/def2-TZVPD.

```
! RIJCOSX wB97M-V def2-TZVPD def2/J DEFGRID3
* xyz 0 1
S 1.39 1.85 2.60
O 2.48 0.96 2.86
O 0.44 2.06 3.70
N 1.72 3.05 1.58
C -0.50 0.08 -0.69
C -1.15 0.80 1.60
C 0.23 0.72 1.54
C 0.32 -1.50 1.04
C 2.14 0.19 0.11
C -1.57 -0.12 0.43
C -0.54 1.49 -1.22
C -0.36 -1.05 -1.81
C -1.21 -1.53 0.94
C 0.67 -0.12 0.38
H -1.43 -2.30 0.29
H -0.17 1.55 -2.29
H -1.61 1.70 -1.13
H -1.39 1.84 1.79
H 2.31 1.16 -0.33
H 2.38 -0.49 -0.68
H 0.45 -0.61 -2.41
H -0.34 -2.07 -1.49
H 2.83 0.07 1.05
H 0.57 -1.51 2.16
H -2.62 -0.19 0.13
H 0.13 2.27 -0.70
H -1.34 -0.94 -2.30
H -1.39 0.48 2.60
H -1.70 -1.59 1.87
H 2.41 2.84 0.90
H 0.64 -2.32 0.47
*
```

As for the electronic energy: -27060.923 eV. The calculation puts the highest occupied orbital energy at -9.4114 eV. The maximum force is 4.49 eV Å⁻¹. As for the orbital gap: 8.09 eV. The energy relative to the best compared isomer or geometry (same formula, charge and spin) is 74.0 kcal per mole.

---

2.
Here is a cluster of 2 separate species, C10H17NOP in total at a distorted geometry from the OMol25 dataset. Energies are from wB97M-V/def2-TZVPD.

```
! RIJCOSX wB97M-V def2-TZVPD def2/J DEFGRID3
* xyz 1 1
P -1.21 -0.41 -2.15
O -1.24 -1.65 0.16
N -1.94 2.04 -0.04
C -0.43 0.30 -0.76
C 2.77 -2.53 -0.92
C 1.17 -1.13 0.20
C -1.17 2.92 0.80
C 2.18 -0.60 0.98
C -0.27 -0.65 0.37
C 3.78 -2.01 -0.13
C 1.47 -2.09 -0.76
C 3.48 -1.05 0.83
C -3.08 1.39 0.58
H -0.82 2.38 1.68
H -1.76 3.78 1.14
H -2.17 2.48 -0.93
H 0.33 1.06 -0.88
H -0.31 3.30 0.26
H -2.93 0.31 0.63
H 1.96 0.16 1.73
H -1.45 0.73 -2.90
H 2.99 -3.27 -1.67
H -3.21 1.75 1.60
H -1.03 -2.44 0.67
H 0.68 -2.50 -1.38
H -4.00 1.58 0.03
H 4.26 -0.65 1.45
H 4.80 -2.34 -0.27
H -0.38 -0.17 1.35
H -2.47 -0.71 -1.66
*
```

As for the electronic energy: -23463.423 eV. The calculation puts the highest occupied orbital energy at -12.7108 eV. The maximum force is 1.50 eV Å⁻¹. As for the orbital gap: 7.80 eV. The energy relative to the best compared isomer or geometry (same formula, charge and spin) is 38.1 kcal per mole.